Entry 1:
DFT (ωB97M-V with the def2-TZVPD basis set) results for C6H10O as an isolated structure.

Summary:
ΔE to the lowest compared entry with this formula, charge and spin: 36.4 kcal per mole
E_LUMO: 1.21 eV
HOMO energy: -9.6 eV

Structure (XYZ):
```
17
Properties=species:S:1:pos:R:3:mulliken_charge:R:1
C -1.955 -0.376 1.264 -0.667
C -1.771 0.757 0.293 -0.551
C -0.980 -0.508 0.134 -0.326
C 0.518 -0.533 0.318 0.265
C 1.342 -0.468 -0.973 -0.734
C 2.135 0.606 -0.226 -0.345
O 1.121 0.690 0.793 -0.462
H -1.569 -0.246 2.272 0.253
H -2.867 -0.964 1.202 0.265
H -2.560 0.967 -0.423 0.260
H -1.230 1.629 0.648 0.229
H -1.282 -1.173 -0.676 0.400
H 0.817 -1.363 0.977 0.311
H 1.854 -1.380 -1.289 0.319
H 0.749 -0.060 -1.798 0.277
H 3.091 0.245 0.180 0.239
H 2.300 1.562 -0.735 0.267
```

---

Entry 2:
DFT (ωB97M-V with the def2-TZVPD basis set) results for C8H13AlO5 as an isolated structure in a non-equilibrium geometry.

Summary:
total charge: +2
ΔE to the lowest compared entry with this formula, charge and spin: 107.8 kcal per mole
E_LUMO: -14.14 eV
HOMO energy: -16.6 eV

Structure (XYZ):
```
27
Properties=species:S:1:pos:R:3:mulliken_charge:R:1
Al 0.225 0.530 4.748 1.130
O -0.500 1.932 2.452 -0.355
H -0.132 2.278 1.617 0.309
O -5.199 -0.478 -1.998 -0.236
C -4.199 -0.521 -1.401 0.483
O -3.747 0.477 -0.573 -0.284
C -2.444 0.243 -0.051 -0.161
C -1.961 -0.983 -0.829 -0.384
C -3.140 -1.598 -1.612 -0.377
H -2.492 0.049 1.020 0.188
H -1.806 1.115 -0.200 0.218
H -1.399 -1.659 -0.185 0.414
H -1.229 -0.545 -1.507 0.198
H -3.560 -2.568 -1.344 0.318
H -2.944 -1.764 -2.672 0.302
O 1.385 -0.704 2.183 -0.557
C 2.147 -0.289 1.269 0.657
O 2.377 -1.122 0.194 -0.303
C 3.030 -0.456 -0.892 -0.387
C 3.576 0.800 -0.210 -0.469
C 2.708 1.082 0.958 -0.361
H 2.217 -0.267 -1.594 0.208
H 3.651 -1.130 -1.482 0.355
H 3.607 1.655 -0.886 0.360
H 4.532 0.638 0.288 0.269
H 1.990 1.899 0.887 0.120
H 3.305 1.385 1.818 0.346
```

---

Entry 3:
DFT (ωB97M-V with the def2-TZVPD basis set) results for a 7-piece molecular cluster, C29H40O22S overall in a non-equilibrium geometry.

Summary:
ΔE to the lowest compared entry with this formula, charge and spin: 0.0 kcal per mole
E_LUMO: 0.21 eV
HOMO energy: -9.3 eV

Structure (XYZ):
```
92
Properties=species:S:1:pos:R:3:mulliken_charge:R:1
C 12.144 -0.924 -0.282 -1.172
C 11.120 -2.055 -0.566 -0.366
C 9.756 -1.808 0.094 -0.394
O 9.633 -2.528 1.339 -0.245
O 8.637 -3.517 1.211 -0.205
S 7.315 -2.973 2.134 0.601
O 7.283 -1.541 2.043 -0.460
O 6.046 -3.507 1.217 -0.238
C 4.872 -3.543 2.083 -1.306
C 3.820 -2.562 1.632 1.075
C 3.859 -1.253 2.082 -0.206
C 2.948 -0.316 1.661 -1.163
C 1.950 -0.679 0.765 0.904
C 1.007 0.399 0.278 -1.166
C 1.866 -1.984 0.342 -0.535
C 2.800 -2.901 0.773 -0.559
H 12.183 -0.680 0.784 0.319
H 13.113 -1.277 -0.644 0.354
H 11.822 -0.046 -0.853 0.316
H 11.518 -2.980 -0.135 0.278
H 10.990 -2.115 -1.651 0.294
H 9.603 -0.741 0.301 0.307
H 8.939 -2.158 -0.542 0.361
H 5.157 -3.284 3.111 0.551
H 4.462 -4.553 2.002 0.412
H 4.627 -0.928 2.783 0.291
H 3.017 0.712 2.005 0.371
H 0.000 0.031 0.061 0.256
H 1.028 1.289 0.909 0.390
H 1.430 0.711 -0.691 0.094
H 1.074 -2.283 -0.340 0.466
H 2.749 -3.928 0.411 0.333
C 2.464 -4.247 -4.542 -0.360
C 3.252 -3.466 -3.520 -0.206
O 2.517 -2.241 -3.425 -0.261
C 1.240 -2.501 -3.818 0.665
O 0.310 -1.766 -3.698 -0.493
O 1.144 -3.737 -4.364 -0.359
H 2.491 -5.320 -4.368 0.326
H 2.787 -4.045 -5.565 0.253
H 3.264 -3.946 -2.539 0.158
H 4.275 -3.278 -3.834 0.309
C 1.729 1.345 -4.709 -0.264
C 0.705 1.674 -3.654 -0.129
O 1.262 2.840 -3.034 -0.160
C 2.091 3.429 -3.929 0.596
O 2.576 4.506 -3.784 -0.603
O 2.290 2.632 -5.006 -0.387
H 1.291 0.898 -5.598 0.321
H 2.520 0.691 -4.336 0.212
H -0.268 1.933 -4.077 0.188
H 0.573 0.873 -2.931 0.195
C 0.599 5.631 -2.171 -0.240
C -0.288 5.547 -3.389 -0.478
O -0.815 4.220 -3.295 -0.372
C -0.753 3.842 -1.998 0.734
O -1.259 2.854 -1.563 -0.563
O -0.040 4.723 -1.263 -0.356
H 0.645 6.632 -1.750 0.384
H 1.613 5.279 -2.367 0.217
H -1.117 6.258 -3.356 0.327
H 0.258 5.683 -4.319 0.302
C -3.018 1.889 1.972 -0.379
C -2.958 1.241 0.614 0.391
O -2.864 -0.154 0.934 -0.324
C -3.386 -0.326 2.168 0.684
O -3.612 -1.386 2.665 -0.566
O -3.623 0.866 2.773 -0.385
H -3.617 2.797 1.982 0.346
H -2.029 2.114 2.374 0.272
H -3.867 1.406 0.031 0.208
H -2.100 1.567 0.032 -0.188
C -7.166 -1.320 3.178 -0.261
C -6.405 -0.469 4.162 0.066
O -7.114 0.776 4.108 -0.336
C -8.367 0.518 3.677 0.657
O -9.258 1.309 3.679 -0.510
O -8.484 -0.760 3.241 -0.333
H -7.177 -2.372 3.449 0.315
H -6.787 -1.221 2.158 0.241
H -6.456 -0.859 5.181 0.237
H -5.367 -0.338 3.887 -0.081
C -12.371 1.765 3.358 -0.138
C -12.659 0.296 3.191 -0.234
O -14.031 0.292 2.783 -0.344
C -14.300 1.502 2.225 0.625
O -15.299 1.762 1.637 -0.522
O -13.277 2.368 2.426 -0.340
H -11.344 2.020 3.123 0.226
H -12.607 2.127 4.362 0.217
H -12.054 -0.162 2.406 0.248
H -12.527 -0.268 4.111 0.288
```

---

Entry 4:
DFT (ωB97M-V with the def2-TZVPD basis set) results for an isolated molecule of C4H10NP.

Summary:
structure (SMILES): CNP1C[C@@H]1C
ΔE to the lowest compared entry with this formula, charge and spin: 0.0 kcal per mole
E_LUMO: 1.24 eV
HOMO energy: -8.3 eV

Structure (XYZ):
```
16
Properties=species:S:1:pos:R:3:mulliken_charge:R:1
C -1.724 1.788 -0.601 -0.847
N -0.293 1.689 -0.354 -0.338
P 0.525 0.351 -1.097 -0.123
C 1.728 0.047 0.269 -0.845
C 0.476 -0.775 0.380 0.285
C 0.566 -2.268 0.198 -1.330
H -2.180 0.824 -0.378 0.305
H -2.143 2.538 0.072 0.288
H -1.982 2.061 -1.630 0.308
H 0.160 2.564 -0.610 0.260
H 1.871 0.853 0.975 0.335
H 2.637 -0.476 -0.001 0.293
H -0.220 -0.455 1.150 0.434
H 1.220 -2.512 -0.637 0.330
H -0.415 -2.697 0.002 0.316
H 0.970 -2.733 1.098 0.328
```

---

Entry 5:
DFT (ωB97M-V with the def2-TZVPD basis set) results for a 2-piece molecular cluster, C5H11NO overall in a non-equilibrium geometry.

Summary:
total charge: +1
ΔE to the lowest compared entry with this formula, charge and spin: 59.0 kcal per mole
E_LUMO (spin up / spin down): -4.04 / -7.05 eV
HOMO energy (spin up / spin down): -14.1 / -14.1 eV
<S²>: 0.77
2S+1: 2

Structure (XYZ):
```
18
Properties=species:S:1:pos:R:3:mulliken_charge:R:1
C 0.842 -2.945 -0.715 -0.762
N 0.994 -1.756 -1.525 -0.070
C 1.077 -0.467 -1.111 0.067
C 0.493 0.099 -0.012 -0.491
C -0.874 -0.197 0.492 0.022
C -1.871 0.637 0.124 -0.726
H 0.934 -2.688 0.373 0.307
H 1.573 -3.695 -0.990 0.331
H -0.141 -3.495 -0.840 0.299
H 1.320 -1.909 -2.478 0.306
H 1.811 0.055 -1.673 0.397
H 1.233 0.751 0.479 0.389
H -1.102 -1.147 0.992 0.341
H -2.890 0.235 0.229 0.252
H -1.830 1.713 0.034 0.338
H -0.729 3.080 1.971 0.284
H -1.309 4.303 2.609 0.335
O -0.500 3.996 2.185 -0.619
```

---

Entry 6:
DFT (ωB97M-V with the def2-TZVPD basis set) results for C24H43FP2Ti as an isolated structure in a non-equilibrium geometry.

Summary:
total charge: +2
ΔE to the lowest compared entry with this formula, charge and spin: 47.2 kcal per mole
E_LUMO (spin up / spin down): -9.14 / -9.19 eV
HOMO energy (spin up / spin down): -12.8 / -12.8 eV

Structure (XYZ):
```
71
Properties=species:S:1:pos:R:3:mulliken_charge:R:1
Ti 0.764 0.749 -2.192 0.682
C 0.571 -0.561 1.134 0.600
C 0.645 -1.516 0.114 0.504
C 1.891 0.310 -0.532 0.435
C 1.174 0.624 0.708 0.682
C 1.449 -0.982 -0.959 0.987
C -0.039 -0.801 2.465 -1.660
H -0.991 -1.328 2.378 0.417
H -0.203 0.132 3.001 0.427
H 0.629 -1.424 3.074 0.366
C 1.375 1.828 1.535 -1.979
H 0.438 2.104 2.042 0.520
H 1.687 2.679 0.915 0.537
H 2.148 1.696 2.317 0.317
C 3.044 1.085 -1.072 -1.203
H 3.954 0.513 -0.826 0.389
H 3.114 2.092 -0.650 0.470
H 3.032 1.196 -2.178 0.262
C 1.909 -1.715 -2.170 -1.373
H 2.903 -2.165 -1.973 0.365
H 2.023 -1.028 -3.045 0.400
H 1.219 -2.532 -2.432 0.479
C 0.149 -2.904 0.167 -1.428
H 0.981 -3.626 0.194 0.385
H -0.488 -3.130 -0.692 0.182
H -0.464 -3.036 1.074 0.410
C -1.999 1.027 -0.823 -0.338
C -2.541 0.182 0.077 -1.369
C -3.130 -1.185 -0.124 -0.686
C -3.284 -1.759 -1.544 -1.066
C -2.033 -2.126 -2.271 -1.848
C -1.360 -1.266 -3.001 -0.095
C -1.873 0.102 -3.316 0.322
C -2.370 1.127 -2.258 -1.295
H -4.140 -1.146 0.292 0.603
H -3.921 -1.084 -2.144 0.163
H -2.559 -1.959 0.454 0.192
H -3.456 1.100 -2.368 0.613
H -1.211 1.786 -0.561 1.218
H -2.451 0.542 1.115 0.553
H -2.146 2.179 -2.570 0.388
H -1.127 0.651 -3.920 -1.005
H -0.398 -1.530 -3.512 1.165
H -2.720 -0.032 -4.046 0.802
H -3.779 -2.739 -1.400 0.559
H -1.742 -3.190 -2.251 0.920
P -3.849 1.719 -4.855 1.152
P -0.810 1.439 -5.937 0.540
C -3.554 1.690 -6.693 -1.126
C -2.130 2.193 -7.033 -1.258
H -4.287 2.346 -7.194 0.576
H -3.736 0.685 -7.094 0.461
H -1.882 1.941 -8.069 0.615
H -2.056 3.291 -6.946 0.427
C 0.712 1.881 -6.820 -1.109
H 1.503 1.223 -6.461 0.371
H 0.960 2.915 -6.549 0.367
H 0.549 1.785 -7.914 0.419
C -1.008 -0.285 -6.554 -1.312
H -1.249 -0.260 -7.634 0.444
H -1.804 -0.819 -6.036 0.318
H -0.075 -0.822 -6.376 0.376
C -4.240 3.510 -4.723 -1.610
H -4.756 3.657 -3.772 0.417
H -4.884 3.831 -5.549 0.467
H -3.309 4.106 -4.741 0.367
C -5.573 1.085 -4.848 -1.483
H -5.700 0.239 -5.536 0.402
H -6.299 1.870 -5.101 0.439
H -5.786 0.721 -3.829 0.364
F 1.009 2.345 -3.121 -0.592
```

---

Entry 7:
DFT (ωB97M-V with the def2-TZVPD basis set) results for C44H56GeN3O9PPb as an isolated structure in a non-equilibrium geometry.

Summary:
total charge: -1
ΔE to the lowest compared entry with this formula, charge and spin: 54.0 kcal per mole
E_LUMO (spin up / spin down): 2.24 / 0.82 eV
HOMO energy (spin up / spin down): -4.8 / -4.8 eV
<S²>: 0.76
2S+1: 2

Structure (XYZ):
```
115
Properties=species:S:1:pos:R:3:mulliken_charge:R:1
Pb -0.271 -0.258 0.571 1.528
O -0.511 0.443 -3.907 0.109
C -1.847 0.363 -3.812 0.689
C -2.556 -0.140 -4.904 -0.728
C -3.919 -0.097 -4.970 -0.530
C -4.649 0.474 -3.964 -0.998
C -4.007 0.845 -2.754 -0.638
C -2.582 0.882 -2.734 0.307
C -1.862 1.531 -1.602 0.551
O -0.664 1.085 -1.367 0.895
N -2.477 2.394 -0.912 -0.316
N -1.879 2.956 0.193 -0.748
C -2.192 2.444 1.337 -1.041
C -3.224 1.407 1.671 1.212
C -4.072 1.770 2.766 -0.549
C -5.092 0.927 3.118 -0.796
C -5.181 -0.319 2.558 -0.712
C -4.315 -0.730 1.558 -0.639
C -3.239 0.150 1.059 0.239
O -2.456 -0.254 0.102 -0.942
H -0.217 0.611 -2.937 -1.111
H -2.070 -0.645 -5.700 0.458
H -4.573 -0.379 -5.819 0.294
H -5.685 0.529 -3.852 0.469
H -4.432 1.379 -1.869 0.365
H -1.705 2.906 2.198 0.423
H -3.942 2.785 3.217 0.338
H -5.783 1.132 3.865 0.454
H -5.973 -0.912 2.877 0.553
H -4.363 -1.695 1.053 0.456
C 4.473 -2.479 2.663 -1.808
C 3.006 -2.525 2.168 1.472
C 3.001 -3.642 1.115 -1.667
C 2.019 -2.902 3.330 -1.016
O 2.716 -1.261 1.519 0.456
Ge 2.968 0.374 2.370 -0.392
O 1.950 0.492 3.813 0.020
C 1.092 1.544 4.425 1.706
C 1.313 2.899 3.706 -1.438
C 1.690 1.607 5.839 -1.898
C -0.373 0.963 4.386 -0.960
O 2.509 1.704 1.189 0.394
C 3.280 2.219 0.105 1.610
C 4.238 3.267 0.734 -1.667
C 4.069 1.084 -0.563 -1.752
C 2.199 2.919 -0.832 -0.675
H 4.937 -3.426 2.833 0.440
H 5.177 -1.981 2.001 0.368
H 4.544 -1.940 3.634 0.365
H 3.175 -4.494 1.748 0.591
H 2.075 -3.750 0.584 0.086
H 3.719 -3.471 0.308 0.378
H 2.461 -3.782 3.808 0.542
H 2.009 -2.063 4.051 0.042
H 1.000 -3.034 2.993 0.013
H 0.876 3.770 4.159 0.543
H 2.413 3.050 3.710 0.411
H 0.918 2.841 2.709 0.097
H 2.725 1.943 5.836 0.381
H 1.090 2.256 6.501 0.356
H 1.759 0.594 6.228 0.384
H -0.378 0.056 5.011 0.382
H -1.173 1.644 4.754 0.357
H -0.615 0.731 3.327 -0.252
H 4.905 2.703 1.431 0.371
H 4.935 3.841 0.094 0.326
H 3.582 4.006 1.293 0.293
H 4.812 0.769 0.149 0.567
H 3.430 0.286 -0.856 0.512
H 4.496 1.358 -1.540 0.231
H 1.571 3.400 -0.100 0.312
H 1.636 2.096 -1.326 -0.247
H 2.740 3.570 -1.524 0.134
C 1.781 -1.901 -3.056 -1.156
C 1.204 -3.115 -3.351 -1.251
C 0.184 -3.613 -2.531 -0.366
C -0.147 -2.914 -1.434 0.892
C 0.351 -1.651 -1.188 1.005
C 1.344 -1.140 -2.007 -0.820
C -1.077 -3.497 -0.386 0.882
C -2.052 -4.523 -0.704 -1.513
C -2.906 -4.952 0.234 -1.138
C -2.899 -4.387 1.548 0.797
C -3.912 -4.643 2.530 -0.817
C -4.008 -3.849 3.658 -0.817
C -3.002 -2.903 3.855 -0.449
C -1.989 -2.710 2.984 0.887
C -1.889 -3.425 1.788 -0.292
N -0.983 -2.975 0.813 0.179
H 2.552 -1.558 -3.712 0.551
H 1.543 -3.654 -4.252 0.291
H -0.274 -4.592 -2.783 0.208
H 1.699 -0.138 -1.884 0.279
H -2.075 -5.014 -1.653 0.415
H -3.696 -5.656 -0.005 0.362
H -4.706 -5.368 2.242 0.289
H -4.659 -4.044 4.465 0.493
H -3.019 -2.209 4.687 0.352
H -1.235 -1.858 3.087 -0.248
C 3.884 3.684 -4.214 -0.630
O 2.647 3.914 -4.867 -0.425
P 1.467 2.737 -4.737 0.554
O 1.415 2.301 -6.301 -0.416
C 0.368 1.464 -6.857 -0.461
O 0.269 3.739 -4.648 -0.414
C -0.488 3.694 -3.453 0.486
H 4.705 3.867 -4.919 0.324
H 4.044 2.732 -3.738 0.220
H 3.971 4.427 -3.399 0.219
H 0.340 0.562 -6.368 0.131
H 0.631 1.302 -7.914 0.296
H -0.620 1.968 -6.760 0.270
H -1.537 3.733 -3.700 0.304
H -0.229 4.568 -2.903 0.332
H -0.225 2.781 -2.986 -0.764
```